No. 1
{"formula": "C4H5NO", "method": "ωB97M-V/def2-TZVPD", "elements": ["H", "N", "C", "C", "O", "C", "C", "H", "H", "H", "H"], "positions_angstrom": [[-2.99284, -0.11144, -0.09707], [-2.19648, 0.25627, 0.41945], [-1.13163, -0.37254, 0.24004], [-0.28108, -1.28418, -0.43850], [0.82312, -1.39620, 0.72390], [0.35631, -0.16613, 0.37760], [1.20029, 1.01507, 0.06873], [-0.01916, -1.86947, -1.29933], [1.49362, 1.50181, 0.99926], [0.64478, 1.72745, -0.53838], [2.10305, 0.69935, -0.45570]], "forces_ev_per_a": [[0.09, -0.21, 0.04], [-0.41, 0.36, -0.22], [1.20, -0.01, 0.86], [1.53, -0.59, 1.06], [-1.41, -0.38, -0.90], [-0.95, 0.74, -0.68], [0.09, -0.15, 0.08], [-0.10, 0.20, -0.25], [0.00, 0.05, -0.02], [-0.02, 0.00, 0.03], [-0.01, 0.01, 0.00]], "de_lowest_ev": 4.171, "smiles": "[H]/N=C1\\[C@@H]2O[C@]12C"}

No. 2
{"formula": "C4H5NO", "method": "ωB97M-V/def2-TZVPD", "elements": ["H", "N", "C", "C", "C", "C", "O", "H", "H", "H", "H"], "positions_angstrom": [[0.71773, 1.26082, 2.13583], [0.47171, 0.60848, 1.39241], [-0.59721, 0.94475, 0.78618], [-1.06101, 0.14853, -0.36349], [-0.25768, -0.74038, -0.95647], [1.18167, -0.93589, -0.59836], [1.67428, -2.02213, -0.40219], [-1.20879, 1.80767, 1.07949], [-2.07909, 0.30593, -0.71531], [-0.62676, -1.36758, -1.76292], [1.78513, -0.01019, -0.59519]], "forces_ev_per_a": [[-0.10, -0.02, -0.03], [-0.29, 0.22, -0.01], [0.19, -0.04, 0.11], [0.10, -0.07, -0.06], [-0.14, 0.10, 0.03], [0.12, -0.29, 0.06], [-0.22, 0.39, -0.18], [0.12, -0.09, -0.07], [0.17, -0.10, 0.10], [0.02, 0.04, 0.05], [0.03, -0.13, 0.00]], "de_lowest_ev": 1.577, "smiles": "[H]/N=C/C=C\\C=O"}

> Which formula does entry 2 have?

C4H5NO

What did the second record say?
{"formula": "C4H5NO", "method": "ωB97M-V/def2-TZVPD", "elements": ["H", "N", "C", "C", "C", "C", "O", "H", "H", "H", "H"], "positions_angstrom": [[0.71773, 1.26082, 2.13583], [0.47171, 0.60848, 1.39241], [-0.59721, 0.94475, 0.78618], [-1.06101, 0.14853, -0.36349], [-0.25768, -0.74038, -0.95647], [1.18167, -0.93589, -0.59836], [1.67428, -2.02213, -0.40219], [-1.20879, 1.80767, 1.07949], [-2.07909, 0.30593, -0.71531], [-0.62676, -1.36758, -1.76292], [1.78513, -0.01019, -0.59519]], "forces_ev_per_a": [[-0.10, -0.02, -0.03], [-0.29, 0.22, -0.01], [0.19, -0.04, 0.11], [0.10, -0.07, -0.06], [-0.14, 0.10, 0.03], [0.12, -0.29, 0.06], [-0.22, 0.39, -0.18], [0.12, -0.09, -0.07], [0.17, -0.10, 0.10], [0.02, 0.04, 0.05], [0.03, -0.13, 0.00]], "de_lowest_ev": 1.577, "smiles": "[H]/N=C/C=C\\C=O"}